Formula: C3H4CuNaO
Source: OMol25
Level of theory: wB97M-V/def2-TZVPD

Structure (ORCA input):
```
! wB97M-V def2-TZVPD RIJCOSX def2/J DEFGRID3
* xyz 0 1
C -1.099 -0.536 0.283
C -0.781 0.833 -0.180
C 0.569 -0.388 -0.451
O 1.618 -0.491 0.403
Cu 2.222 1.337 -0.160
H -1.746 -1.045 -0.453
H -0.405 1.590 0.530
H -1.214 1.264 -1.096
H 0.586 -1.164 -1.243
Na 0.250 -1.400 2.367
*
```

Properties
- F_max (eV/A) = 4.3
- ΔE to the lowest compared entry with this formula, charge and spin (kJ/mol) = 0.0
- highest occupied orbital energy (eV) = -5.3

***

Formula: C35H55IN2O2PPd
Source: OMol25
Level of theory: wB97M-V/def2-TZVPD

Structure (ORCA input):
```
! wB97M-V def2-TZVPD RIJCOSX def2/J DEFGRID3
* xyz 3 5
Pd -1.552 -0.516 0.564
C -5.536 -2.093 5.762
C -5.172 -1.491 4.468
C -6.140 -1.193 3.513
C -5.791 -0.604 2.319
C -6.799 -0.291 1.278
C -4.403 -0.296 2.073
C -3.376 -0.602 2.993
C -3.775 -1.199 4.195
N -2.083 -0.346 2.631
C -0.966 0.069 3.512
C 0.192 -0.898 3.255
C -1.267 0.142 5.007
C -0.596 1.476 3.012
H -6.509 -2.576 5.728
H -5.588 -1.296 6.519
H -4.776 -2.797 6.106
H -7.177 -1.417 3.723
H -7.796 -0.198 1.703
H -6.825 -1.108 0.547
H -6.549 0.623 0.739
H -4.142 0.263 1.180
H -3.042 -1.505 4.923
H -0.051 -1.906 3.593
H 1.073 -0.557 3.797
H 0.441 -0.947 2.189
H -1.287 -0.840 5.477
H -2.197 0.674 5.217
H -0.465 0.704 5.483
H -0.486 1.506 1.922
H 0.348 1.774 3.467
H -1.357 2.204 3.292
I -4.035 -1.004 -4.747
C -3.813 -1.817 -2.861
C -4.356 -3.052 -2.527
C -4.167 -3.547 -1.245
C -3.434 -2.806 -0.338
N -2.898 -1.621 -0.664
C -3.092 -1.129 -1.896
H -4.919 -3.619 -3.256
H -4.580 -4.503 -0.955
H -3.260 -3.161 0.669
H -2.660 -0.159 -2.110
O 0.195 0.703 -1.792
O -0.599 0.963 -0.757
C 3.880 0.661 -5.516
C 3.163 1.974 -5.152
C 2.078 1.758 -4.089
C 2.630 0.738 -3.070
C 2.645 -0.662 -3.728
C 3.002 -0.551 -5.224
P 1.855 0.776 -1.460
C 2.147 -0.668 -0.421
C 3.656 -0.894 -0.125
C 3.922 -2.362 0.236
C 2.783 -2.918 1.084
C 1.474 -2.967 0.271
C 1.480 -1.972 -0.898
C 2.196 2.249 -0.480
C 3.738 2.482 -0.382
C 4.138 3.749 -1.132
C 3.469 4.972 -0.505
C 1.975 4.734 -0.201
C 1.431 3.512 -0.937
H 4.824 0.574 -4.971
H 4.158 0.667 -6.569
H 2.707 2.423 -6.035
H 3.887 2.702 -4.779
H 1.168 1.347 -4.530
H 1.808 2.711 -3.640
H 3.660 1.037 -2.829
H 1.664 -1.133 -3.631
H 3.374 -1.296 -3.220
H 2.086 -0.478 -5.813
H 3.502 -1.468 -5.534
H 1.632 -0.386 0.508
H 3.962 -0.251 0.701
H 4.266 -0.620 -0.989
H 4.869 -2.423 0.771
H 4.033 -2.963 -0.668
H 2.661 -2.289 1.971
H 3.031 -3.915 1.442
H 0.621 -2.754 0.928
H 1.318 -3.969 -0.130
H 0.457 -1.801 -1.249
H 2.036 -2.387 -1.736
H 1.799 1.988 0.510
H 4.308 1.632 -0.757
H 4.004 2.586 0.671
H 3.863 3.655 -2.188
H 5.222 3.859 -1.101
H 3.589 5.831 -1.165
H 3.994 5.229 0.416
H 1.388 5.605 -0.490
H 1.814 4.609 0.873
H 1.533 3.675 -2.009
H 0.366 3.386 -0.736
*
```

Properties
- F_max (eV/A) = 0.5
- ΔE to the lowest compared entry with this formula, charge and spin (kJ/mol) = 8.6
- highest occupied orbital energy (alpha / beta) (eV) = -15.9 / -15.9

***

Formula: C22H29Cl10FeN8OP
Source: OMol25
Level of theory: wB97M-V/def2-TZVPD

Structure (ORCA input):
```
! wB97M-V def2-TZVPD RIJCOSX def2/J DEFGRID3
* xyz 1 2
Fe 1.027 -0.896 -0.136
Cl 3.850 -2.904 1.289
C 2.193 -3.247 1.670
C 1.177 -2.651 0.930
C -0.105 -3.138 1.151
Cl -1.373 -2.520 0.126
C -0.414 -4.092 2.112
Cl -2.032 -4.632 2.331
C 0.618 -4.614 2.886
Cl 0.278 -5.784 4.092
C 1.932 -4.214 2.643
Cl 3.216 -4.937 3.523
C -0.478 2.383 -3.376
N -0.544 0.987 -3.781
C -1.097 0.673 -5.090
C -0.065 0.035 -2.946
N 0.168 0.208 -1.695
N 0.145 -1.207 -3.524
C 0.835 -2.244 -2.932
N 1.076 -3.286 -3.761
N 1.185 -2.226 -1.697
H -0.415 3.003 -4.267
H 0.421 2.562 -2.786
H -1.355 2.690 -2.797
H -1.706 1.510 -5.417
H -1.750 -0.200 -5.043
H -0.320 0.514 -5.846
H -0.085 1.128 -1.358
H 0.058 -1.250 -4.524
H 0.794 -3.289 -4.723
H 1.625 -4.062 -3.436
H 1.652 -3.075 -1.406
Cl 2.507 0.080 1.987
C 3.497 0.263 0.596
C 2.896 -0.060 -0.610
C 3.663 0.175 -1.747
Cl 3.080 -0.120 -3.352
C 4.969 0.677 -1.658
Cl 5.880 0.987 -3.082
C 5.544 0.933 -0.418
Cl 7.151 1.519 -0.306
C 4.797 0.725 0.734
Cl 5.456 1.030 2.286
C -3.825 0.223 2.543
N -2.389 0.072 2.380
C -1.755 -0.813 3.353
P -1.437 1.053 1.484
O -0.293 0.297 0.891
N -0.842 2.246 2.439
C 0.359 2.982 2.060
C -1.585 2.823 3.548
N -2.363 1.733 0.290
C -3.021 0.850 -0.668
C -3.010 3.030 0.431
H -4.335 -0.706 2.273
H -4.205 1.022 1.911
H -4.076 0.456 3.581
H -2.230 -1.795 3.320
H -1.848 -0.415 4.369
H -0.699 -0.931 3.116
H 0.877 2.458 1.261
H 1.032 3.054 2.917
H 0.115 3.997 1.729
H -2.462 2.221 3.775
H -1.912 3.844 3.328
H -0.953 2.858 4.438
H -2.487 -0.095 -0.727
H -3.014 1.313 -1.659
H -4.062 0.656 -0.393
H -2.464 3.653 1.135
H -4.049 2.943 0.767
H -3.016 3.538 -0.536
*
```

Properties
- F_max (eV/A) = 2.8
- ΔE to the lowest compared entry with this formula, charge and spin (kJ/mol) = 0.0
- highest occupied orbital energy (alpha / beta) (eV) = -11.0 / -11.0

***

Formula: C8H18AgF5NO13S3
Source: OMol25
Level of theory: wB97M-V/def2-TZVPD

Structure (ORCA input):
```
! wB97M-V def2-TZVPD RIJCOSX def2/J DEFGRID3
* xyz -3 1
Ag -0.614 -0.780 -0.500
N 1.743 0.630 1.630
S 3.124 -0.025 1.857
O 3.377 -0.652 3.150
O 4.215 0.505 1.005
F 2.736 -1.440 1.168
S 2.018 1.879 2.794
O 3.140 2.766 2.560
O 1.571 1.641 4.175
F 0.802 2.756 2.230
C 2.367 -5.600 -1.888
F 1.740 -6.554 -1.209
F 3.251 -5.055 -1.045
F 3.050 -6.062 -2.949
S 1.193 -4.290 -2.462
O 0.241 -4.123 -1.372
O 2.005 -3.079 -2.666
O 0.574 -4.742 -3.725
C -3.239 -1.201 -2.969
O -4.117 -1.798 -3.585
O -3.476 -1.263 -1.767
O -2.146 -0.841 -3.431
C -3.245 4.232 -1.213
C -3.584 3.299 -0.045
O -4.671 2.529 -0.455
H -2.325 4.791 -1.041
H -4.030 4.986 -1.259
H -3.316 3.691 -2.157
H -3.825 3.948 0.796
H -2.765 2.649 0.264
H -4.360 1.743 -0.910
C 3.018 3.969 -2.695
C 1.682 3.511 -2.043
O 1.727 2.178 -1.865
H 2.694 4.742 -3.393
H 3.556 3.285 -3.351
H 3.660 4.505 -1.996
H 0.806 3.762 -2.641
H 1.445 4.040 -1.120
H 1.663 1.958 -0.933
C -1.946 -3.640 4.289
C -0.848 -2.708 3.781
O -1.287 -1.725 2.921
H -1.391 -4.299 4.957
H -2.360 -4.260 3.494
H -2.737 -3.119 4.828
H -0.155 -3.410 3.319
H -0.384 -2.244 4.651
H -0.578 -1.087 2.812
*
```

Properties
- F_max (eV/A) = 7.9
- ΔE to the lowest compared entry with this formula, charge and spin (kJ/mol) = 565.2
- highest occupied orbital energy (eV) = 2.6

***

Formula: C27H48B2N4O5S2
Source: OMol25
Level of theory: wB97M-V/def2-TZVPD

Structure (ORCA input):
```
! wB97M-V def2-TZVPD RIJCOSX def2/J DEFGRID3
* xyz 0 1
C 3.862 3.394 2.794
C 4.540 2.327 1.892
S 3.413 0.906 1.692
C 3.449 0.445 -0.089
C 2.023 0.063 -0.631
C 1.010 0.487 0.407
N 0.102 0.751 1.089
C 1.711 0.799 -1.946
C 1.719 2.342 -1.863
C 0.360 2.978 -1.512
C -0.765 2.709 -2.558
C -1.066 3.997 -3.372
C -2.275 4.798 -2.858
C -2.096 5.467 -1.469
C -3.369 5.323 -0.565
C -3.041 4.635 0.779
C -2.845 3.112 0.669
C -4.044 2.415 -0.030
C -4.211 0.945 0.359
N -4.817 0.716 1.666
C -5.593 -0.377 1.873
C -5.990 -0.351 3.173
C -5.434 0.805 3.776
C -4.722 1.436 2.796
C 1.832 -1.487 -0.736
C 2.597 -2.021 -1.887
N 3.126 -2.432 -2.842
B 0.274 -1.900 -0.958
N -0.418 -2.535 0.136
O -0.394 -1.698 -2.164
B 2.314 -2.285 0.569
O 3.185 -3.371 0.401
O 1.895 -2.002 1.842
H 2.776 3.275 2.810
H 4.146 4.409 2.506
H 4.200 3.272 3.828
H 5.409 1.975 2.456
H 4.900 2.744 0.949
H 3.844 1.336 -0.586
H 4.180 -0.348 -0.277
H 0.775 0.492 -2.416
H 2.507 0.514 -2.647
H 2.472 2.762 -1.186
H 1.983 2.707 -2.866
H 0.059 2.733 -0.490
H 0.522 4.062 -1.513
H -0.520 1.871 -3.216
H -1.687 2.496 -2.002
H -0.193 4.655 -3.454
H -1.311 3.692 -4.400
H -3.202 4.214 -2.894
H -2.430 5.615 -3.576
H -1.930 6.544 -1.576
H -1.242 5.084 -0.902
H -4.163 4.814 -1.120
H -3.757 6.317 -0.312
H -3.821 4.852 1.522
H -2.121 5.101 1.158
H -2.634 2.687 1.651
H -1.964 2.955 0.039
H -3.795 2.432 -1.101
H -4.963 3.003 0.066
H -4.799 0.432 -0.407
H -3.209 0.486 0.350
H -5.858 -1.130 1.148
H -6.598 -1.069 3.703
H -5.486 1.175 4.788
H -4.187 2.359 2.948
H -1.348 -2.789 -0.184
H -0.535 -1.918 0.939
H -1.101 -1.070 -1.977
H 4.073 -3.064 0.186
H 2.681 -1.906 2.395
C 1.952 -7.222 -0.387
C 3.179 -6.630 0.315
C 3.564 -7.587 1.450
S 3.016 -9.219 0.939
O 1.974 -9.657 1.833
O 4.163 -10.043 0.653
C 2.266 -8.700 -0.599
H 1.743 -6.719 -1.331
H 1.073 -7.116 0.254
H 4.004 -6.553 -0.398
H 2.982 -5.629 0.693
H 4.638 -7.608 1.617
H 3.050 -7.337 2.376
H 1.385 -9.306 -0.800
H 3.004 -8.837 -1.390
*
```

Properties
- F_max (eV/A) = 2.2
- highest occupied orbital energy (eV) = -8.3
- SMILES = CCSC[C@@](C#N)(CCCCCCCCCCCCn1cccc1)[C@](C#N)(B(N)O)B(O)O.O=S1(=O)CCCC1

***

Look up the F_max of the fifth one. 2.2 eV/A

***

Look up the F_max of the first one. 4.3 eV/A

***

Look up the F_max of the first one. 4.3 eV/A

***

Please write out number 3 again, unchanged.
Formula: C22H29Cl10FeN8OP
Source: OMol25
Level of theory: wB97M-V/def2-TZVPD

Structure (ORCA input):
```
! wB97M-V def2-TZVPD RIJCOSX def2/J DEFGRID3
* xyz 1 2
Fe 1.027 -0.896 -0.136
Cl 3.850 -2.904 1.289
C 2.193 -3.247 1.670
C 1.177 -2.651 0.930
C -0.105 -3.138 1.151
Cl -1.373 -2.520 0.126
C -0.414 -4.092 2.112
Cl -2.032 -4.632 2.331
C 0.618 -4.614 2.886
Cl 0.278 -5.784 4.092
C 1.932 -4.214 2.643
Cl 3.216 -4.937 3.523
C -0.478 2.383 -3.376
N -0.544 0.987 -3.781
C -1.097 0.673 -5.090
C -0.065 0.035 -2.946
N 0.168 0.208 -1.695
N 0.145 -1.207 -3.524
C 0.835 -2.244 -2.932
N 1.076 -3.286 -3.761
N 1.185 -2.226 -1.697
H -0.415 3.003 -4.267
H 0.421 2.562 -2.786
H -1.355 2.690 -2.797
H -1.706 1.510 -5.417
H -1.750 -0.200 -5.043
H -0.320 0.514 -5.846
H -0.085 1.128 -1.358
H 0.058 -1.250 -4.524
H 0.794 -3.289 -4.723
H 1.625 -4.062 -3.436
H 1.652 -3.075 -1.406
Cl 2.507 0.080 1.987
C 3.497 0.263 0.596
C 2.896 -0.060 -0.610
C 3.663 0.175 -1.747
Cl 3.080 -0.120 -3.352
C 4.969 0.677 -1.658
Cl 5.880 0.987 -3.082
C 5.544 0.933 -0.418
Cl 7.151 1.519 -0.306
C 4.797 0.725 0.734
Cl 5.456 1.030 2.286
C -3.825 0.223 2.543
N -2.389 0.072 2.380
C -1.755 -0.813 3.353
P -1.437 1.053 1.484
O -0.293 0.297 0.891
N -0.842 2.246 2.439
C 0.359 2.982 2.060
C -1.585 2.823 3.548
N -2.363 1.733 0.290
C -3.021 0.850 -0.668
C -3.010 3.030 0.431
H -4.335 -0.706 2.273
H -4.205 1.022 1.911
H -4.076 0.456 3.581
H -2.230 -1.795 3.320
H -1.848 -0.415 4.369
H -0.699 -0.931 3.116
H 0.877 2.458 1.261
H 1.032 3.054 2.917
H 0.115 3.997 1.729
H -2.462 2.221 3.775
H -1.912 3.844 3.328
H -0.953 2.858 4.438
H -2.487 -0.095 -0.727
H -3.014 1.313 -1.659
H -4.062 0.656 -0.393
H -2.464 3.653 1.135
H -4.049 2.943 0.767
H -3.016 3.538 -0.536
*
```

Properties
- F_max (eV/A) = 2.8
- ΔE to the lowest compared entry with this formula, charge and spin (kJ/mol) = 0.0
- highest occupied orbital energy (alpha / beta) (eV) = -11.0 / -11.0